ORCA calculation (ωB97M-V/def2-TZVPD) on 7 unconnected molecules or ions with the total composition C44H97F3N5O4S at a distorted geometry.

Each line ends with the Löwdin charge.
Positions of all 154 atoms, in Å:
C1 0.395187 -0.819331 -1.116187  -0.1048
C2 0.434037 0.730099 -0.989017  -0.6044
C3 -0.875433 1.099179 -0.162677  -0.0656
O1 1.643137 1.177169 -0.397907  -0.3525
H1 0.466827 -1.418591 -0.208527  0.0581
H2 1.123377 -1.224901 -1.818577  0.0250
H3 -0.485863 -1.142361 -1.670707  0.0419
H4 0.328147 1.078959 -2.016237  0.0839
H5 -0.868783 0.613199 0.812973  0.0385
H6 -1.817133 0.834699 -0.643687  0.0528
H7 -0.952303 2.167679 0.038523  0.0456
C4 -2.078673 -3.391851 4.357403  -0.0633
C5 -0.913173 -2.355391 4.025363  -0.2122
C6 -1.245563 -0.844281 4.174803  -0.0972
N1 -0.038063 0.123889 4.392843  -0.1573
C7 1.152447 -0.071531 3.304293  0.0821
C8 0.529937 0.235939 5.878763  -0.0744
C9 1.227287 1.550839 5.995833  -0.1621
C10 0.495217 2.445869 5.001153  -0.1653
C11 -0.519913 1.599519 4.288633  -0.1070
H8 -1.713833 -4.393491 4.130033  0.0489
H9 -2.892623 -3.252241 3.645993  0.0634
H10 -2.488963 -3.448931 5.365613  0.0860
H11 -0.519003 -2.629191 3.046703  0.0791
H12 -0.123243 -2.610011 4.731953  0.0927
H13 -1.724103 -0.760901 5.150583  0.1272
H14 -1.963563 -0.633641 3.382203  0.0987
H15 1.997727 0.576199 3.536783  0.0987
H16 0.705567 0.229459 2.356773  0.0655
H17 1.412177 -1.118311 3.146513  0.0826
H18 1.080897 -0.676411 6.107123  0.1315
H19 -0.333273 0.208569 6.543763  0.1401
H20 2.311377 1.650759 5.942303  0.1207
H21 1.106837 1.881399 7.027493  0.1264
H22 1.212307 2.927839 4.336633  0.0892
H23 0.020357 3.289459 5.502133  0.1249
H24 -0.584503 1.666299 3.202593  0.1168
H25 -1.495833 1.809379 4.726403  0.1193
C12 -6.716023 -4.759761 0.390553  -0.0636
C13 -5.714113 -3.648371 -0.079487  -0.2015
C14 -5.398693 -3.695751 -1.593727  -0.0917
N2 -4.817133 -2.323641 -2.175717  -0.2212
C15 -3.383643 -2.059161 -1.781227  0.0099
C16 -5.753093 -1.070321 -2.020757  -0.0621
C17 -5.662833 -0.238981 -3.283217  -0.1683
C18 -4.744463 -0.962091 -4.269557  -0.1309
C19 -4.824793 -2.484111 -3.729867  -0.0507
H26 -6.311903 -5.757001 0.564633  0.0782
H27 -7.583273 -4.874551 -0.259677  0.0748
H28 -7.150333 -4.394631 1.321223  0.0809
H29 -4.701603 -3.912741 0.225543  0.0956
H30 -5.892963 -2.675891 0.379203  0.0980
H31 -6.326643 -3.882401 -2.134247  0.1165
H32 -4.738173 -4.514541 -1.879037  0.1327
H33 -2.713693 -2.918891 -1.792477  0.1054
H34 -3.483333 -1.728271 -0.747457  0.0922
H35 -3.030193 -1.257201 -2.429327  0.0921
H36 -5.452913 -0.500581 -1.141327  0.1122
H37 -6.790623 -1.370861 -1.874837  0.1441
H38 -5.275983 0.777889 -3.216627  0.1209
H39 -6.628563 -0.004861 -3.731167  0.1244
H40 -3.755833 -0.513611 -4.367417  0.1011
H41 -5.200293 -0.794911 -5.245447  0.1168
H42 -3.943693 -3.061081 -4.010677  0.1267
H43 -5.817573 -2.889351 -3.925487  0.1305
C20 3.672237 8.930869 1.599003  -0.0833
C21 3.378407 7.444179 1.731343  -0.2427
C22 2.047137 7.108649 1.049713  -0.0882
N3 1.414967 5.640139 1.279653  -0.2140
C23 2.411247 4.590429 0.714963  0.0405
C24 0.063237 5.613359 0.472293  -0.0702
C25 -1.089613 5.317999 1.464793  -0.1527
C26 -0.557603 5.833569 2.797773  -0.1215
C27 0.960157 5.414979 2.726593  -0.0777
H44 3.629877 9.594119 2.462953  0.0906
H45 3.178007 9.430569 0.765853  0.0816
H46 4.685647 8.960949 1.198733  0.0805
H47 3.227697 7.184209 2.779103  0.1019
H48 4.213997 6.846439 1.367183  0.1063
H49 2.255057 7.098589 -0.020227  0.1342
H50 1.346417 7.751949 1.581923  0.1344
H51 2.282987 4.620379 -0.367047  0.0870
H52 1.911267 3.642309 0.912933  0.0762
H53 3.361247 4.593129 1.249373  0.1101
H54 0.108337 4.888109 -0.340157  0.1204
H55 -0.189933 6.631159 0.175463  0.1275
H56 -1.265843 4.242479 1.482123  0.0977
H57 -2.095493 5.623249 1.176473  0.1306
H58 -1.222753 5.496369 3.592733  0.1242
H59 -0.561193 6.912829 2.950353  0.1144
H60 1.026507 4.327249 2.703293  0.0969
H61 1.588117 5.882079 3.485273  0.1295
C28 0.887777 -5.728101 2.776373  -0.0809
C29 2.035947 -5.625821 1.776413  -0.2108
C30 1.445217 -5.417331 0.352433  -0.0799
N4 2.540507 -5.264171 -0.785477  -0.2374
C31 3.199377 -3.861741 -0.720277  0.0394
C32 1.868497 -5.423291 -2.136737  -0.1170
C33 2.278167 -6.807481 -2.683227  -0.1325
C34 3.700327 -6.966111 -2.169587  -0.1397
C35 3.699387 -6.284681 -0.771057  -0.0545
H62 0.577487 -6.759631 2.943013  0.0894
H63 0.034347 -5.221101 2.326153  0.0621
H64 1.098167 -5.331641 3.769683  0.0863
H65 2.681187 -6.503641 1.741853  0.1038
H66 2.671827 -4.781261 2.041883  0.1056
H67 0.824667 -4.522381 0.306763  0.1231
H68 0.847287 -6.255921 -0.004437  0.1362
H69 2.471217 -3.096061 -0.987917  0.0849
H70 4.064187 -3.865431 -1.383747  0.1098
H71 3.539607 -3.817911 0.314343  0.0951
H72 2.203557 -4.656301 -2.834987  0.1265
H73 0.793417 -5.273151 -2.037937  0.1261
H74 2.142937 -6.823911 -3.764677  0.1322
H75 1.801157 -7.619191 -2.133957  0.1222
H76 4.457307 -6.743301 -2.921537  0.1214
H77 3.852557 -8.040831 -2.070047  0.1222
H78 4.569597 -5.818201 -0.309297  0.1372
H79 3.332807 -7.001261 -0.036047  0.1143
C36 1.468927 4.653679 -3.884007  -0.0757
C37 2.599357 3.745429 -4.311647  -0.2545
C38 2.516567 2.430009 -3.675887  -0.1513
N5 3.680067 1.453609 -4.033977  -0.2317
C39 4.919397 2.093289 -3.460247  0.0169
C40 3.852027 1.136639 -5.540427  -0.1004
C41 2.595007 0.410859 -5.873387  -0.1560
C42 2.490337 -0.603341 -4.670927  -0.0919
C43 3.373737 0.028239 -3.478237  -0.0489
H80 1.284827 5.404539 -4.652387  0.0866
H81 1.758777 5.236609 -3.009767  0.0680
H82 0.483477 4.196149 -3.796597  0.0875
H83 3.567237 4.222209 -4.156727  0.1205
H84 2.468647 3.542429 -5.374567  0.1134
H85 1.599217 1.952279 -4.019887  0.1236
H86 2.451677 2.565979 -2.596357  0.1208
H87 4.850697 2.437559 -2.428327  0.1213
H88 5.351447 2.753349 -4.212417  0.1096
H89 5.643467 1.279349 -3.496787  0.0987
H90 4.717917 0.477299 -5.480327  0.1435
H91 3.961597 2.058619 -6.111437  0.1390
H92 2.770127 -0.135011 -6.800457  0.1275
H93 1.811857 1.145829 -6.059387  0.1164
H94 2.985677 -1.486091 -5.075247  0.1072
H95 1.430437 -0.750111 -4.463147  0.1018
H96 4.323367 -0.469351 -3.281487  0.1166
H97 3.026077 0.071489 -2.446077  0.1008
C44 -4.657233 0.277729 1.894773  -0.6144
F1 -5.653823 -0.337471 1.266073  0.1205
F2 -3.436073 -0.366921 1.638433  0.0180
F3 -4.640143 1.461399 1.285353  0.1282
S1 -4.749853 0.340619 3.739883  0.4683
O2 -4.774313 -1.004231 4.342993  -0.3312
O3 -3.631423 1.073749 4.301183  -0.3385
O4 -6.034323 1.003819 4.010033  -0.3162

Atomic forces in eV per Å
-0.133 -0.331 -1.081
1.021 -0.466 2.337
0.844 0.302 -0.459
-1.711 -0.312 -0.884
-0.018 0.371 0.383
0.884 0.300 0.101
-0.816 0.047 0.279
-0.289 0.435 -0.542
0.134 -0.198 0.032
-0.016 -0.246 -0.243
0.257 0.205 -0.091
0.391 0.643 -1.192
0.087 -0.625 1.256
0.418 -1.559 1.412
1.033 0.747 -0.059
-2.147 0.313 0.701
-0.351 -2.300 -1.018
0.226 0.710 0.890
0.764 1.198 -0.158
-0.024 -0.876 -1.313
0.342 -0.018 0.072
-0.255 0.253 0.251
0.240 0.627 -0.018
-0.095 0.268 -0.245
0.312 0.064 0.094
-0.584 0.198 -0.342
0.545 1.177 0.116
-0.189 -0.221 0.213
0.101 0.299 0.012
0.032 0.059 0.802
0.295 0.158 -0.162
-0.258 0.121 -0.337
0.055 -0.816 -0.770
-0.499 0.127 0.035
0.087 -0.281 -0.197
-0.247 -0.162 0.038
-0.203 0.915 0.063
-0.204 -1.079 -0.116
-0.137 1.070 0.071
1.624 -1.561 -0.518
-1.410 1.871 -0.062
-0.606 -1.278 -2.007
-1.288 0.753 1.075
0.400 0.020 0.889
0.622 1.016 -0.868
-1.122 -1.489 0.148
0.449 2.436 0.256
0.333 0.247 -0.122
0.132 0.130 -0.342
0.149 -0.238 0.164
-0.060 -0.039 1.291
-0.433 0.046 -0.548
-0.015 0.373 -0.290
0.357 0.336 0.130
-0.505 -0.212 -0.412
0.559 0.263 0.028
0.163 -0.085 0.288
0.099 -0.339 0.071
0.280 -0.593 0.148
0.246 -0.041 0.981
-0.238 -0.755 0.118
0.160 -0.424 0.462
0.170 -0.767 -0.199
-0.513 -0.384 -0.088
0.421 -0.256 -0.531
1.216 0.465 -1.292
-0.938 -0.955 0.934
0.467 -1.643 0.907
0.315 1.958 -0.753
-2.683 -0.298 1.033
-0.801 0.406 0.837
0.681 -0.913 -0.154
0.764 0.164 -0.415
-1.109 -1.083 -0.472
-0.227 -0.514 0.136
-0.710 -0.155 0.113
0.320 0.334 0.479
0.384 0.040 0.233
-0.125 0.010 -0.107
-1.012 0.738 -0.068
-0.465 0.279 -1.195
1.081 0.553 0.033
0.188 -0.397 0.196
-0.004 0.460 -0.608
0.259 0.299 -0.006
0.846 -0.054 -0.646
0.428 -0.315 0.556
0.361 0.930 -0.242
0.785 -0.578 0.396
-0.267 0.244 -0.605
-0.009 -0.044 0.991
0.168 -0.108 -0.372
-0.318 -0.535 -0.170
0.014 0.188 -0.972
1.545 -0.211 -0.326
0.170 1.669 -0.546
-0.542 -1.410 0.566
-0.336 -0.605 -0.425
-0.008 0.870 1.286
0.824 -0.543 -0.257
-1.444 -0.750 0.246
0.031 -0.052 -0.162
-0.221 0.197 0.451
0.134 0.227 -0.253
-0.133 -0.041 0.382
0.025 0.096 -0.115
0.178 0.113 -0.122
0.017 -0.160 0.316
0.071 -0.047 0.200
-0.211 0.019 -0.059
0.018 0.613 -0.156
0.344 0.097 0.269
0.036 -0.110 0.210
0.037 -0.418 0.219
-1.026 0.158 -0.588
0.158 0.980 0.404
0.199 0.018 0.482
0.117 -0.063 -0.612
0.351 -0.345 -0.207
-0.167 1.054 -0.318
0.146 0.391 -1.603
-0.280 -1.691 0.359
-0.612 0.784 1.307
0.993 -1.927 -1.143
-0.152 0.982 1.494
0.766 -0.709 0.154
0.415 1.301 -0.002
-0.417 0.579 -0.990
0.284 0.099 -0.106
-0.345 -0.252 0.316
0.211 -0.411 0.464
-0.071 0.123 -0.052
0.293 0.452 -0.350
0.006 -0.184 0.277
0.284 -0.842 0.287
-0.451 0.194 -0.382
-0.475 0.657 0.468
0.231 -0.077 0.436
0.183 0.236 -0.734
0.548 -0.140 0.152
-0.288 0.011 -0.038
-0.352 -0.398 0.361
-0.321 -0.293 0.559
0.294 -0.371 0.491
0.282 -0.051 -0.955
-1.148 0.552 -0.163
1.048 0.162 -0.075
0.149 -1.196 0.439
-1.160 0.302 -0.656
0.845 0.381 0.470
-3.902 -0.108 5.630
0.741 0.175 -2.452
1.153 0.596 -1.776
1.461 -0.309 -1.836

Energy relative to the best compared isomer or geometry (same formula, charge and spin) ... 74.9 kcal per mole
Frontier orbital gap ... 6.892 eV
LUMO ... -5.86 eV
E_HOMO ... -12.757 eV
Maximum force ... 6.85 eV/Å
Charge ... +3